Here is H12O26S5Zn4 as an isolated structure at a distorted geometry from the OMol25 dataset. Energies are from ωB97M-V/def2-TZVPD.

Its multiplicity is 1. The max |F| is 3.9 eV Å⁻¹. The charge is -2. As for the total energy: -301252.0658 eV. The gap between HOMO and LUMO is 1.50 eV. The energy relative to the best compared isomer or geometry (same formula, charge and spin) is 0.774 eV.

XYZ file:
```
47
Properties=species:S:1:pos:R:3:mulliken_charge:R:1
Zn -0.2553 -5.1768 -0.9807 0.17
Zn 2.3977 3.1098 1.4150 0.31
Zn -0.2166 -3.7172 4.2866 0.22
Zn -4.5645 3.1540 -3.1428 0.04
S -0.6603 1.7565 6.3956 1.29
O 0.1980 1.8256 7.5770 -0.46
O -0.9270 0.3798 6.0735 -0.43
O -1.9171 2.4424 6.7247 -0.49
O 0.0703 2.4137 5.2637 -0.41
S 1.9104 -8.3769 2.6869 1.31
O 1.4652 -9.1997 3.8097 -0.51
O 3.2348 -7.8377 3.0453 -0.45
O 1.9019 -9.1645 1.4980 -0.48
O 1.0530 -7.2709 2.3803 -0.41
S -1.0405 7.1653 -1.0920 1.30
O 0.0246 7.8404 -1.8627 -0.49
O -0.4543 6.1357 -0.2442 -0.41
O -1.6886 8.2163 -0.2735 -0.48
O -2.0517 6.5395 -1.9304 -0.44
S -1.3871 -0.6719 -0.6059 1.25
O -1.1474 -1.5533 -1.7261 -0.42
O -2.6105 0.1705 -0.7567 -0.53
O -1.4265 -1.7677 0.3927 -0.39
O -0.2002 0.1196 -0.3508 -0.47
S 4.6933 -1.1309 3.3013 1.26
O 5.6786 -2.1697 3.1070 -0.49
O 4.8140 -0.0344 2.3173 -0.48
O 3.4638 -1.8281 3.1450 -0.40
O 4.8075 -0.5568 4.6192 -0.47
O 3.2820 -4.2231 -1.3961 -0.62
H 4.0867 -4.6480 -1.6931 0.29
H 3.5815 -3.4520 -0.9146 0.32
O 4.0265 4.3019 -2.1250 -0.61
H 4.1818 5.2314 -2.2930 0.31
H 3.8876 3.9212 -2.9921 0.31
O -6.3106 1.6410 2.5750 -0.64
H -7.0392 1.7002 1.9571 0.31
H -5.5900 1.2752 2.0620 0.33
O -6.5741 0.0239 -4.5908 -0.60
H -7.0737 0.0664 -5.4062 0.30
H -6.7688 -0.8431 -4.2350 0.31
O 1.7515 -0.7172 -6.1440 -0.64
H 2.5579 -1.2323 -6.1181 0.31
H 1.2764 -0.9754 -5.3541 0.34
O -1.6677 2.4197 -5.7956 -0.61
H -0.9989 1.7695 -6.0103 0.31
H -1.7744 2.9286 -6.5992 0.30
```

=====

Here is AsF6H36O18 as an isolated structure at a distorted geometry from the OMol25 dataset. Energies are from ωB97M-V/def2-TZVPD.

Its multiplicity is 1. The max |F| is 2.0 eV Å⁻¹. The charge is -1. As for the total energy: -114588.0960 eV. The gap between HOMO and LUMO is 11.30 eV. The energy relative to the best compared isomer or geometry (same formula, charge and spin) is 3.765 eV.

XYZ file:
```
61
Properties=species:S:1:pos:R:3:mulliken_charge:R:1
As 0.3900 -0.0874 0.0713 2.04
F 1.3621 0.9383 -1.0285 -0.51
F -1.1713 0.7659 -0.3919 -0.54
F -0.5835 -1.1695 1.1259 -0.51
F 1.8195 -0.9539 0.6060 -0.49
F 0.6951 1.1239 1.3813 -0.52
F 0.0446 -1.1141 -1.3254 -0.49
O -5.4939 -0.7257 2.9226 -0.66
H -5.4501 0.2301 2.9476 0.32
H -4.5834 -1.0052 2.8267 0.33
O -4.3467 3.5542 4.1384 -0.64
H -3.5018 3.8758 4.4531 0.32
H -4.9035 3.5412 4.9169 0.32
O -1.7476 6.4492 -0.7916 -0.65
H -2.6925 6.5994 -0.8183 0.32
H -1.6435 5.5303 -1.0384 0.33
O 2.1326 -6.4315 -1.7395 -0.64
H 2.5810 -5.7070 -1.3033 0.33
H 1.6210 -6.8492 -1.0466 0.32
O 4.7724 -2.0705 -4.7556 -0.64
H 4.6000 -1.1674 -5.0221 0.32
H 3.9945 -2.5549 -5.0321 0.32
O -0.5674 4.1434 -6.6547 -0.64
H -0.6209 4.3460 -5.7207 0.32
H -1.3489 3.6198 -6.8319 0.32
O -1.1017 -1.9683 8.1063 -0.64
H -1.5812 -2.4227 7.4135 0.33
H -1.6398 -2.0881 8.8888 0.31
O 4.8038 2.5611 -6.1287 -0.64
H 3.9238 2.7809 -5.8227 0.33
H 5.3882 3.0544 -5.5530 0.32
O -6.4563 4.1725 -0.8578 -0.65
H -5.7953 3.5284 -0.6041 0.33
H -6.6743 3.9490 -1.7627 0.32
O 6.1185 -5.5931 1.5607 -0.64
H 6.5679 -5.0504 0.9128 0.32
H 6.5761 -6.4333 1.5289 0.31
O 4.3723 6.4317 -0.4679 -0.64
H 3.5029 6.8288 -0.5189 0.32
H 4.5785 6.1887 -1.3705 0.31
O 6.3854 1.2441 1.2261 -0.66
H 5.8179 0.5466 0.8980 0.33
H 5.8165 2.0121 1.2778 0.32
O 0.3167 4.8472 5.3202 -0.64
H 0.6750 4.1740 4.7418 0.33
H 0.9731 5.5439 5.3132 0.31
O -2.1325 -6.8362 -4.6936 -0.65
H -1.3409 -6.5296 -4.2513 0.33
H -2.8413 -6.6381 -4.0816 0.32
O -2.5489 -0.6077 -5.4626 -0.65
H -1.9818 -0.7420 -4.7033 0.34
H -2.1904 -1.1867 -6.1353 0.32
O -2.5390 -5.2319 5.4652 -0.65
H -1.8841 -5.0779 4.7842 0.33
H -2.0379 -5.5677 6.2084 0.32
O 4.0155 -3.3335 5.8029 -0.65
H 3.5405 -2.5167 5.9560 0.33
H 4.1581 -3.3544 4.8566 0.33
O -6.9588 -0.2175 -3.2339 -0.65
H -7.0789 -1.0809 -2.8384 0.32
H -6.1053 -0.2674 -3.6644 0.33
```

=====

Here is C30H54ClMnN7O2PSSe2 as an isolated structure from the OMol25 dataset. Energies are from ωB97M-V/def2-TZVPD.

Its multiplicity is 5. The max |F| is 0.7 eV Å⁻¹. As for the total energy: -241171.5662 eV. The gap between HOMO and LUMO (spin up / spin down) is 4.74 / 7.10 eV. The energy relative to the best compared isomer or geometry (same formula, charge and spin) is 0.597 eV.

XYZ file:
```
99
Properties=species:S:1:pos:R:3:mulliken_charge:R:1
Mn -0.8158 0.5285 1.2043 0.07
C -2.9544 -1.2116 5.2581 -0.75
Se -4.3115 -0.9057 3.9038 0.02
C -3.6946 0.8872 3.4397 0.22
C -4.3719 1.4337 2.1991 -1.08
Se -3.6919 0.7163 0.5145 0.34
C -4.7549 -0.9148 0.4413 -1.00
H -1.9722 -1.0547 4.8187 0.08
H -3.0387 -2.2464 5.5821 0.37
H -3.1037 -0.5468 6.1051 0.33
H -2.6061 0.8245 3.2937 -0.64
H -3.8817 1.5438 4.2949 0.60
H -4.2220 2.5126 2.1264 0.41
H -5.4495 1.2487 2.1970 0.57
H -5.7997 -0.6677 0.6154 0.42
H -4.3962 -1.6351 1.1713 0.26
H -4.6536 -1.3263 -0.5620 0.24
O -1.3080 2.4364 1.0853 -0.75
N -0.6920 3.3460 1.8522 0.48
C -0.7267 4.6228 1.4033 -0.33
C -0.1534 5.6401 2.1094 -0.85
C 0.4664 5.3262 3.3287 -0.27
C 0.4859 4.0280 3.7627 -1.01
C -0.0907 2.9806 3.0109 0.65
S -0.0450 1.3524 3.4915 -0.53
H -1.2412 4.7374 0.4619 0.55
H -0.1969 6.6478 1.7257 0.45
H 0.9270 6.1025 3.9223 0.38
H 0.9580 3.7503 4.6919 0.47
C 4.1440 1.8532 1.8064 -1.99
C 3.4155 2.6395 0.7216 1.61
C 3.9286 2.2366 -0.6636 -1.71
C 3.6181 4.1366 0.9332 -1.71
N 1.9673 2.4191 0.8819 -0.37
N 1.5258 1.0675 0.8048 1.27
H 5.1710 2.2028 1.8925 0.51
H 4.1782 0.7867 1.5839 0.28
H 3.6490 1.9909 2.7658 0.37
H 5.0005 2.4115 -0.7484 0.54
H 3.4317 2.8203 -1.4380 0.30
H 3.7521 1.1801 -0.8644 0.26
H 4.6707 4.4011 0.8441 0.43
H 3.2594 4.4268 1.9185 0.35
H 3.0643 4.7110 0.1897 0.37
H 1.4564 2.9267 0.1625 0.24
H 1.8675 0.5734 1.6330 0.19
H 1.8677 0.5952 -0.0368 -0.71
Cl 1.2156 -3.8886 4.0087 -0.28
C 0.1317 -3.3027 2.7671 0.03
C -0.4927 -4.2323 1.9218 -0.65
C -1.3685 -3.6575 0.9636 -0.64
C -1.5341 -2.3098 0.8916 0.37
N -0.9168 -1.4015 1.7222 1.67
C -0.0770 -1.9585 2.6718 -1.03
H -0.3368 -5.2918 2.0248 0.35
H -1.9239 -4.2903 0.2814 0.46
H -2.1879 -1.8757 0.1468 -0.59
H 0.4053 -1.2744 3.3567 0.60
O -0.6396 0.0705 -0.8687 -0.85
P 0.0017 -0.7160 -1.9486 -1.76
N 0.6148 -2.1349 -1.3985 1.15
C 1.5346 -2.1134 -0.2475 0.56
C 1.8291 -3.5883 0.0643 -0.60
C 0.8800 -4.3762 -0.8385 -0.69
C 0.6424 -3.4488 -2.0237 0.00
N -1.1120 -0.9766 -3.1428 0.48
C -2.5376 -1.0852 -2.8268 -0.17
C -2.8698 -2.5381 -3.1452 -0.16
C -1.9955 -2.8433 -4.3721 -1.06
C -0.9111 -1.7379 -4.3727 -0.36
N 1.2761 0.1593 -2.5617 0.85
C 0.9627 1.5171 -3.0444 -0.46
C 1.9027 1.7509 -4.2318 -0.75
C 2.2366 0.3447 -4.7168 -0.63
C 2.3177 -0.4350 -3.4093 -0.25
H 1.0473 -1.6136 0.5951 -0.83
H 2.4553 -1.5747 -0.5001 0.42
H 1.6481 -3.8093 1.1152 0.10
H 2.8706 -3.8219 -0.1579 0.45
H -0.0642 -4.5406 -0.3167 -0.10
H 1.2846 -5.3393 -1.1438 0.51
H -0.2956 -3.6576 -2.5291 -0.27
H 1.4606 -3.5364 -2.7556 0.36
H -3.0934 -0.4107 -3.4866 0.54
H -2.7212 -0.7852 -1.7976 -0.65
H -3.9299 -2.6981 -3.3354 0.59
H -2.5806 -3.1642 -2.2989 -0.09
H -2.5744 -2.8002 -5.2948 0.29
H -1.5592 -3.8410 -4.3179 0.43
H -1.0652 -1.0703 -5.2280 0.47
H 0.1042 -2.1274 -4.4433 0.18
H 1.1070 2.2480 -2.2492 -0.15
H -0.0857 1.5692 -3.3497 0.49
H 2.8141 2.2556 -3.9062 0.28
H 1.4388 2.3668 -4.9998 0.42
H 3.1619 0.2996 -5.2899 0.48
H 1.4291 -0.0461 -5.3389 0.19
H 3.3034 -0.2986 -2.9462 0.40
H 2.1637 -1.5057 -3.5324 -0.03
```